Record 1
{"formula": "C13H16BHfN2O6P", "method": "ωB97M-V with the def2-TZVPD basis set", "charge": 4, "energy_ha": -1478.35026, "gap_ev": 3.86, "species": ["C", "C", "N", "C", "C", "C", "C", "C", "P", "O", "O", "C", "C", "C", "O", "C", "O", "N", "B", "C", "O", "C", "O", "H", "H", "H", "H", "H", "H", "H", "H", "H", "H", "H", "H", "H", "H", "H", "H", "Hf"], "xyz": [[4.8028, -1.4783, 0.4136], [3.3374, -1.8849, 0.2797], [2.3933, -1.2542, 1.3317], [1.2552, -0.7041, 0.7314], [0.2255, -1.5464, 0.2908], [-0.8948, -1.0000, -0.3012], [-0.9784, 0.3275, -0.4579], [-0.0109, 1.1999, -0.0449], [-0.3453, 2.9228, -0.4525], [-0.0396, 3.9408, 0.6558], [0.2075, 3.3919, -1.7997], [1.1431, 0.7121, 0.6050], [2.1692, 1.6289, 1.1208], [3.5652, 1.4970, 0.4262], [3.7184, 2.0129, -0.6266], [-2.2242, 0.6919, -1.1220], [-2.4816, 1.7507, -1.5900], [-3.0069, -0.4983, -1.1606], [-4.3551, -0.5531, -0.6560], [-5.0417, 0.3458, 0.3664], [-5.1298, -1.7293, -1.2246], [-2.1480, -1.6121, -0.8806], [-2.4319, -2.7387, -1.1238], [5.0342, -1.0903, 1.3951], [5.0641, -0.7351, -0.3283], [5.4282, -2.3347, 0.2041], [3.2614, -2.9611, 0.3625], [2.9741, -1.5959, -0.7007], [2.0661, -2.0449, 1.8753], [0.3171, -2.6138, 0.4086], [-0.7608, 4.5911, 0.8431], [0.6449, 2.6617, -2.2896], [1.8940, 2.6713, 1.0507], [2.3242, 1.4147, 2.1782], [4.3612, 0.9679, 0.9488], [-4.3891, 0.6095, 1.1913], [-5.8788, -0.1951, 0.8074], [-5.4772, 1.2359, -0.0863], [-5.1766, -2.3215, -0.4303], [-5.4163, -3.6823, -2.2110]], "forces_ev_per_a": [[-0.319, 0.044, -0.244], [0.429, 0.660, 0.224], [-0.134, -0.221, -0.733], [0.062, -0.813, -0.001], [0.180, -0.043, 0.100], [-0.182, -1.535, 0.003], [-0.813, 1.080, -0.606], [-0.049, 0.644, -0.146], [2.258, -1.451, -0.153], [-1.886, 0.159, -0.750], [-0.351, -0.107, 0.501], [-0.027, 0.834, -0.028], [0.521, -0.426, 0.814], [-0.150, 0.041, 0.222], [-0.160, 0.284, -0.869], [0.458, -2.343, 1.013], [-0.153, 2.340, 0.140], [-0.688, 0.672, -0.248], [-0.163, 0.631, -1.005], [-0.227, -0.815, -0.037], [0.252, -2.655, -0.086], [0.990, 0.768, -0.014], [-0.487, -0.891, 0.123], [0.105, -0.137, 0.333], [0.107, 0.243, -0.120], [0.210, -0.199, 0.118], [-0.296, -0.210, 0.140], [-0.155, -0.059, -0.219], [0.209, 0.086, 0.459], [0.114, -0.209, 0.061], [0.524, 0.488, 0.547], [-0.024, 0.271, -0.668], [-0.046, 0.261, -0.143], [0.042, -0.128, 0.185], [0.016, -0.073, 0.300], [0.228, 0.328, 0.056], [-0.264, 0.076, 0.081], [0.007, 0.269, -0.089], [-0.497, 0.717, 0.829], [0.355, 1.419, -0.092]]}


Record 2
{"formula": "C4H4N2O", "method": "ωB97M-V with the def2-TZVPD basis set", "smiles": "O/C=C1\\C=NC=N1", "energy_ha": -339.53318, "gap_ev": 9.11, "de_lowest_kcal_mol": 30.4, "species": ["C", "C", "C", "C", "H", "H", "H", "H", "N", "N", "O"], "xyz": [[-0.1015, 1.1891, -0.8175], [-0.1467, 0.0750, -0.0244], [0.9088, -0.6215, 0.6212], [-0.9479, -1.6533, 0.8906], [0.8185, 2.6476, -1.6090], [-0.9958, 1.5672, -1.3038], [1.9545, -0.2872, 0.6711], [-1.5867, -2.4452, 1.2843], [0.4314, -1.6699, 1.1993], [-1.3760, -0.6460, 0.1712], [1.0417, 1.8442, -1.0829]], "forces_ev_per_a": [[0.102, -0.934, 0.531], [-1.356, 1.274, -1.499], [0.701, 0.387, 0.307], [-0.093, 0.661, -0.218], [0.423, -0.876, 0.550], [-0.073, -0.096, 0.175], [-0.525, -0.403, 0.002], [0.135, 0.294, -0.248], [-0.206, -0.696, 0.253], [1.510, -0.385, 0.567], [-0.619, 0.773, -0.419]]}


Record 3
{"formula": "C6H18ClO3", "method": "ωB97M-V with the def2-TZVPD basis set", "charge": -1, "energy_ha": -925.23380, "gap_ev": 8.71, "de_lowest_kcal_mol": 73.1, "species": ["Cl", "C", "C", "O", "H", "H", "H", "H", "H", "H", "C", "C", "O", "H", "H", "H", "H", "H", "H", "C", "C", "O", "H", "H", "H", "H", "H", "H"], "xyz": [[-0.5909, -0.8432, 0.9534], [2.4286, 2.3841, -1.9288], [1.6440, 1.2037, -1.1855], [0.5133, 1.7185, -0.5351], [3.3340, 1.8849, -2.1193], [2.5361, 3.3176, -1.4026], [1.9361, 2.7893, -2.7783], [2.0991, 0.5314, -0.6404], [1.2619, 0.5558, -1.8518], [-0.0077, 1.0207, 0.0391], [-2.3122, 3.0737, 3.9967], [-2.5637, 1.9384, 3.0910], [-1.9729, 0.8063, 3.5318], [-1.2515, 3.0999, 4.1429], [-2.6228, 3.1472, 5.1860], [-2.5937, 3.8729, 3.2479], [-2.1227, 1.9865, 2.0009], [-3.6380, 1.7387, 2.7929], [-1.7050, 0.3266, 2.7202], [0.8034, -4.6046, -2.7469], [0.4166, -3.3399, -1.9762], [0.8077, -3.2954, -0.6186], [0.3249, -5.4325, -2.5771], [1.7211, -4.8929, -2.5238], [0.5827, -4.6442, -3.7596], [-0.5484, -3.1576, -2.2348], [0.9773, -2.6450, -2.4694], [0.5427, -2.5406, -0.3545]], "forces_ev_per_a": [[-0.126, 0.275, -0.008], [-1.407, -1.619, 1.902], [-2.546, 5.736, -1.540], [-1.662, -0.041, 1.922], [1.629, 0.149, -0.847], [0.470, -0.130, 1.260], [-0.621, -0.653, -1.281], [3.708, -2.470, 3.696], [-1.185, -2.046, -3.661], [1.604, 0.994, -1.432], [-0.222, 1.856, 0.983], [-1.184, -1.278, -3.323], [0.883, -2.603, 0.782], [0.865, 0.272, -0.307], [-0.377, -0.409, -3.402], [0.088, 0.360, 1.885], [-0.519, 1.584, 1.717], [0.361, 0.518, 0.893], [0.272, -0.480, 0.657], [-1.084, 3.754, 0.736], [2.222, -2.490, -0.055], [2.372, -9.258, -3.754], [-3.566, -4.628, 2.416], [4.755, -0.758, 0.476], [0.261, 1.344, -2.416], [-3.348, 0.781, 0.275], [1.448, 2.511, -1.391], [-3.089, 8.731, 3.817]]}


Record 4
{"formula": "C38H41AuN7O4Te", "method": "ωB97M-V with the def2-TZVPD basis set", "charge": -2, "multiplicity": 2, "energy_ha": -2560.47195, "gap_ev": [5.40, 5.40], "de_lowest_kcal_mol": 23.0, "species": ["Au", "O", "N", "N", "O", "C", "C", "C", "C", "C", "C", "H", "H", "H", "H", "H", "C", "C", "C", "C", "C", "C", "C", "C", "N", "H", "H", "H", "H", "H", "H", "H", "H", "H", "N", "C", "O", "C", "C", "N", "C", "N", "H", "H", "C", "C", "O", "N", "Te", "C", "C", "C", "C", "C", "C", "C", "C", "C", "C", "C", "C", "C", "C", "C", "C", "C", "C", "H", "H", "H", "H", "H", "H", "H", "H", "H", "H", "H", "H", "H", "H", "H", "H", "H", "H", "H", "H", "H", "H", "H", "H", "H"], "xyz": [[0.5467, -0.2633, 1.2253], [-0.3828, -1.3300, -0.3976], [-0.5447, -2.5855, -0.4315], [0.2564, -3.2951, 0.2902], [1.1838, -2.8419, 1.0582], [0.0196, -4.7018, 0.2563], [-0.7826, -5.2976, -0.7160], [-0.9747, -6.6679, -0.6910], [-0.3724, -7.4548, 0.2854], [0.4355, -6.8515, 1.2370], [0.6404, -5.4786, 1.2248], [-1.2408, -4.6810, -1.4746], [-1.6005, -7.1268, -1.4471], [-0.5281, -8.5266, 0.2972], [0.9165, -7.4522, 1.9998], [1.2689, -4.9758, 1.9452], [3.3696, 1.6012, -0.4220], [3.7241, 2.3129, -1.6974], [5.0538, 2.5380, -2.0388], [5.3831, 3.2132, -3.2040], [4.3799, 3.6850, -4.0349], [3.0401, 3.4796, -3.7181], [1.9581, 4.0418, -4.6010], [2.7185, 2.7739, -2.5555], [0.8943, 1.1002, -2.1560], [4.2489, 1.4653, 0.2075], [2.9275, 0.6234, -0.6281], [2.6247, 2.1583, 0.1490], [5.8355, 2.1864, -1.3743], [6.4235, 3.3842, -3.4575], [4.6332, 4.2324, -4.9367], [2.3930, 4.5101, -5.4859], [1.3859, 4.7969, -4.0584], [1.2568, 3.2691, -4.9172], [-1.0930, 4.2103, 0.2350], [-0.4655, 3.1505, -0.4553], [-0.9046, 2.0057, -0.2775], [0.6120, 3.4971, -1.3210], [1.0501, 4.8290, -1.3682], [1.3964, 5.9395, -1.4109], [1.2866, 2.5152, -2.1973], [0.5172, 1.6929, -3.1574], [-0.5149, 5.0245, 0.3885], [-1.5087, 3.8545, 1.0829], [3.5829, -0.3601, 2.7655], [2.7176, 0.8886, 2.9213], [3.2274, 1.9657, 3.2403], [1.4096, 0.6819, 2.7323], [-0.6575, 1.4473, 4.5649], [-2.3632, 1.8887, 5.8241], [-2.9568, 0.9495, 6.6775], [-2.4451, -0.4589, 6.8053], [-4.0562, 1.3186, 7.4538], [-4.5812, 2.5995, 7.4238], [-5.7844, 2.9719, 8.2496], [-3.9696, 3.5304, 6.5949], [-2.8782, 3.1975, 5.7998], [-2.2789, 4.2671, 4.9245], [-1.4969, -0.3314, 3.7723], [-2.6311, -0.2665, 2.9545], [-3.2564, 1.0306, 2.5263], [-3.1534, -1.4513, 2.4414], [-2.5621, -2.6799, 2.6795], [-3.1009, -3.9334, 2.0464], [-1.4135, -2.7156, 3.4589], [-0.8675, -1.5617, 4.0105], [0.4025, -1.6826, 4.8065], [4.4420, -0.2737, 3.4308], [3.9306, -0.4102, 1.7321], [3.0260, -1.2776, 2.9586], [-1.3545, -0.4671, 6.8320], [-2.7445, -1.0736, 5.9547], [-2.8251, -0.9217, 7.7179], [-4.5053, 0.5761, 8.1077], [-5.9922, 2.2123, 9.0045], [-6.6753, 3.0711, 7.6243], [-5.6365, 3.9262, 8.7592], [-4.3544, 4.5457, 6.5584], [-2.8468, 5.1947, 5.0036], [-2.2627, 3.9521, 3.8805], [-1.2427, 4.4774, 5.1971], [-3.4369, 1.7016, 3.3670], [-4.2074, 0.8424, 2.0262], [-2.5931, 1.5276, 1.8106], [-4.0248, -1.3979, 1.7966], [-4.1743, -3.8589, 1.8655], [-2.9123, -4.8097, 2.6693], [-2.6103, -4.0961, 1.0846], [-0.9164, -3.6659, 3.6296], [0.7198, -2.7253, 4.8523], [0.2830, -1.3041, 5.8237], [1.1952, -1.0943, 4.3422]], "forces_ev_per_a": [[0.199, -0.086, -0.266], [0.029, 0.006, 0.310], [0.016, -0.075, -0.013], [-0.095, 0.144, -0.042], [0.036, -0.024, 0.030], [0.011, -0.076, -0.022], [0.013, 0.033, -0.001], [-0.006, -0.013, 0.006], [-0.009, 0.011, -0.006], [0.008, 0.007, 0.019], [-0.029, 0.011, 0.001], [-0.011, 0.008, 0.016], [0.004, -0.002, 0.001], [0.000, 0.000, -0.001], [-0.002, -0.001, -0.001], [0.011, -0.001, 0.002], [-0.020, -0.030, -0.014], [-0.004, 0.039, 0.032], [0.018, 0.017, -0.012], [0.006, -0.009, 0.011], [-0.004, 0.002, -0.003], [0.013, -0.031, -0.014], [0.000, 0.009, 0.003], [-0.003, -0.032, 0.010], [-0.032, 0.026, -0.072], [0.020, 0.019, -0.012], [-0.001, -0.006, 0.007], [0.001, 0.020, -0.013], [-0.005, -0.003, 0.005], [0.001, 0.000, 0.000], [-0.003, 0.003, -0.002], [0.001, 0.000, -0.002], [-0.007, 0.003, 0.000], [0.006, 0.000, -0.002], [0.023, -0.047, 0.005], [-0.050, -0.116, 0.139], [0.003, 0.126, -0.050], [-0.028, 0.062, -0.044], [-0.029, -0.024, -0.151], [0.005, 0.019, 0.036], [0.093, 0.018, 0.153], [-0.047, 0.012, -0.042], [-0.002, -0.007, -0.010], [-0.011, 0.019, 0.046], [0.014, -0.057, -0.019], [-0.050, 0.049, -0.010], [0.007, -0.017, -0.022], [-0.138, 0.017, -0.018], [-0.050, 0.008, 0.180], [0.019, 0.036, -0.118], [-0.006, -0.033, 0.009], [-0.009, 0.018, 0.017], [0.005, 0.006, -0.004], [0.000, -0.005, 0.003], [0.001, 0.001, -0.003], [0.000, -0.005, 0.001], [-0.019, 0.009, -0.004], [0.013, -0.009, -0.002], [0.097, -0.045, -0.041], [0.039, -0.044, 0.016], [-0.014, 0.047, -0.006], [-0.027, 0.065, -0.031], [0.070, -0.066, 0.061], [0.023, 0.027, -0.025], [-0.061, -0.002, 0.012], [0.010, -0.007, -0.003], [0.009, -0.024, 0.011], [-0.004, -0.006, 0.007], [0.015, 0.018, 0.020], [-0.003, 0.004, -0.006], [-0.029, 0.003, 0.005], [0.002, 0.006, 0.014], [0.000, 0.001, 0.001], [0.001, 0.002, -0.001], [0.000, 0.003, 0.000], [-0.002, 0.000, 0.000], [-0.001, -0.001, 0.001], [-0.001, 0.004, 0.004], [-0.001, 0.004, 0.012], [-0.001, -0.004, -0.038], [0.001, 0.005, -0.001], [0.009, 0.009, -0.002], [0.007, 0.004, -0.011], [0.011, 0.026, 0.010], [-0.009, 0.000, 0.002], [-0.004, 0.009, 0.008], [0.016, 0.001, -0.013], [-0.034, -0.055, -0.027], [0.010, 0.014, -0.020], [0.002, 0.002, -0.005], [-0.001, -0.015, -0.013], [-0.040, -0.029, 0.008]]}


Asked for F_max across the records above, the calculation gives 2.7; 2.4; 10.3; 0.3 eV/Å in order.